Entry 1:
Formula: C39H79N12O19S2
Source: the OMol25 dataset
Level of theory: ωB97M-V with the def2-TZVPD basis set

Structure (XYZ):
```
151
Properties=species:S:1:pos:R:3:forces:R:3
C 0.0206 -4.9915 1.9080 -0.08 1.16 0.99
N -0.1703 -3.7676 1.0669 0.40 -0.59 -0.53
C -1.3691 -3.6145 0.4249 -0.35 0.68 0.88
C -1.6895 -2.4745 -0.2852 1.12 -0.32 1.12
C -0.6630 -1.5427 -0.4173 0.65 0.64 -0.53
C 0.6489 -1.8114 0.0190 -0.29 -0.66 0.66
C 0.8880 -2.9230 0.8047 -1.40 -0.08 -0.86
C -0.9680 -0.2996 -1.1557 0.71 -1.79 -1.42
C -1.9466 0.5448 -0.7286 0.01 2.65 0.55
C -2.1463 1.7449 -1.4228 -0.34 -1.77 -1.31
N -1.6229 1.8539 -2.6876 0.23 0.37 0.75
C -0.7451 0.9758 -3.1948 0.13 -1.08 1.58
C -0.4032 -0.1387 -2.4266 0.17 1.45 -0.87
C -1.9466 3.0058 -3.5109 0.07 0.96 -0.89
H 0.0245 -5.8831 1.2811 0.25 0.09 0.43
H -0.6853 -4.9998 2.7384 -1.22 -0.26 -0.81
H 0.8271 -4.8086 2.6180 1.13 -0.32 -1.06
H -2.1607 -4.3155 0.6452 0.29 -0.39 0.13
H -2.6998 -2.2549 -0.5976 0.03 -0.28 -0.22
H 1.5152 -1.1856 -0.1367 -0.25 0.42 -0.29
H 1.8989 -3.1570 1.1042 -0.22 -0.28 0.56
H -2.3544 0.4364 0.2655 -0.30 -0.01 -0.04
H -2.8561 2.4979 -1.1134 0.13 0.17 -0.02
H -0.2769 1.2118 -4.1390 -0.22 -0.11 -0.09
H 0.3298 -0.7770 -2.8974 0.03 -0.37 0.47
H -2.8957 2.8595 -4.0264 -0.39 0.30 0.72
H -1.2710 3.1138 -4.3594 0.45 -0.33 0.33
H -1.8117 3.9130 -2.9218 -0.66 -0.02 -0.08
C 6.9376 -0.7734 6.4551 0.09 0.79 -1.41
C 5.6362 -0.5845 5.6090 -1.21 -0.87 -0.46
C 5.7629 0.3505 4.3581 0.08 0.83 0.62
O 5.1379 -1.8256 5.2072 0.33 0.95 0.58
H 7.4835 0.1196 6.7594 -0.05 0.69 -0.73
H 7.4676 -1.2805 5.6489 1.05 -0.79 1.02
H 6.8074 -1.1902 7.4538 -0.39 -1.15 -0.61
H 4.9946 -0.0654 6.3211 -0.95 0.36 0.07
H 6.0903 1.3322 4.7003 1.08 0.12 -0.04
H 4.8626 0.7217 3.8684 -1.00 -0.89 0.43
H 6.3078 -0.0335 3.4957 0.69 -0.19 0.44
O 2.5602 -0.4013 -7.6446 0.74 -0.27 -1.33
C 3.2719 -0.9577 -8.5038 -1.30 0.05 4.01
N 3.0859 -2.2867 -8.7095 0.81 -0.63 -1.03
C 4.3807 -0.2568 -9.1763 0.08 0.58 -1.53
H 3.7163 -2.7921 -9.3156 -0.09 0.12 0.06
H 2.5505 -2.8674 -8.0799 -0.12 0.60 -0.03
H 4.2781 -0.6035 -10.2045 0.46 0.46 -0.44
H 5.4247 -0.3905 -8.8929 -0.28 -0.77 0.50
H 4.2349 0.8214 -9.1103 -0.34 -0.15 -0.17
O 4.1778 1.7453 -2.1828 0.44 -0.37 -0.98
C 5.1197 1.6424 -2.9867 -1.75 1.27 2.75
N 5.4429 0.5044 -3.5627 0.19 -0.68 -0.66
C 6.0131 2.7740 -3.2378 0.28 1.63 -1.28
H 4.8266 -0.2630 -3.3357 0.57 -0.27 -0.49
H 6.2622 0.5298 -4.1528 -0.41 -0.92 0.04
H 6.8151 2.4886 -3.9186 0.64 0.17 0.67
H 6.2385 3.3605 -2.3471 0.59 -0.70 0.15
H 5.5255 3.5565 -3.8192 -0.66 -0.17 -0.21
O -7.1109 1.8716 -1.7254 0.36 1.27 0.69
C -7.5216 1.2564 -2.6912 0.99 2.39 1.44
N -7.7539 -0.0226 -2.4941 -1.11 -2.96 -1.34
C -7.6199 1.9065 -4.0365 0.53 -1.20 -0.55
H -7.7351 -0.4135 -1.5630 0.10 0.38 -0.15
H -8.1114 -0.6092 -3.2346 -0.03 0.05 0.21
H -6.6005 2.1407 -4.3430 0.15 -0.11 0.05
H -8.1253 2.8697 -4.1067 -0.47 -0.49 0.34
H -7.9545 1.1017 -4.6909 -0.44 0.65 -0.68
O 2.6446 7.0906 -4.3926 -3.09 -1.59 0.79
C 3.3970 8.0032 -4.2400 -0.32 0.02 0.32
N 4.4349 8.0028 -5.0226 4.18 1.36 -1.93
C 3.2774 9.1885 -3.3582 -0.29 0.79 1.16
H 4.4907 7.4385 -5.8585 -0.17 -0.18 0.49
H 5.2112 8.6187 -4.8272 -0.16 -0.01 -0.38
H 2.5643 9.8755 -3.8140 -0.06 -0.02 -0.02
H 4.2101 9.7367 -3.2256 0.08 -0.10 -0.23
H 2.9238 8.9729 -2.3499 -0.19 -0.31 -0.19
O -0.5801 -1.6177 9.0710 -2.37 0.89 3.34
C 0.2019 -2.0003 8.2761 -0.39 0.59 -2.33
N 1.4755 -2.1395 8.4860 2.93 -0.32 0.86
C -0.2771 -2.2219 6.9172 0.03 -0.04 -2.16
H 2.1204 -2.2285 7.7137 0.11 0.05 0.35
H 1.7655 -1.7791 9.3838 0.51 -0.18 -0.15
H -0.9763 -3.0530 7.0099 -0.11 0.14 -0.74
H 0.5034 -2.3182 6.1625 0.27 -1.05 0.12
H -0.7049 -1.3030 6.5163 -0.84 -0.06 0.62
O 8.5849 -6.0269 1.1896 -0.71 -0.39 -1.56
C 8.3694 -5.1388 1.9891 0.57 0.51 -2.74
N 8.5314 -5.4117 3.2421 0.16 0.29 4.44
C 8.1535 -3.6770 1.6003 0.46 0.11 -0.08
H 8.7354 -6.3525 3.5476 0.05 0.14 -0.39
H 8.7070 -4.6790 3.9148 -0.40 -0.13 -0.01
H 8.6735 -3.0636 2.3362 -0.09 0.20 -0.03
H 7.1429 -3.2803 1.5036 -0.17 -0.53 0.34
H 8.6276 -3.5181 0.6318 0.07 -0.14 0.07
O -4.0616 1.6903 -8.9489 -0.96 -1.29 0.77
C -3.4122 2.1665 -9.8512 -1.90 1.75 1.72
N -2.1163 1.9254 -9.9120 2.16 -0.08 -1.04
C -4.0417 3.2612 -10.6670 0.92 -0.05 -1.96
H -1.7262 1.2996 -9.2219 -0.06 0.15 -0.21
H -1.5028 2.4396 -10.5280 -0.11 -0.28 0.12
H -3.3898 3.4133 -11.5272 -0.01 0.34 -0.31
H -4.1175 4.2333 -10.1796 0.02 -0.37 0.46
H -5.0041 2.9882 -11.0998 -0.01 -0.18 0.48
O -6.5612 6.5500 -2.7150 -1.53 1.17 0.99
C -7.4788 7.2156 -2.1793 0.38 -0.92 -4.81
N -7.7378 7.1376 -0.9207 -0.49 -0.15 3.31
C -8.4089 8.0354 -3.1525 2.29 0.68 0.77
H -7.2069 6.4355 -0.4254 0.02 0.31 0.27
H -8.3661 7.7475 -0.4173 0.03 -0.28 -0.29
H -7.6846 8.8136 -3.3927 0.49 -0.18 -1.06
H -9.1667 8.7680 -2.8750 -0.88 -1.14 0.70
H -8.5748 7.3751 -4.0038 -0.29 0.46 0.10
O -6.3836 -3.2877 3.4166 -0.18 1.52 -0.05
C -6.6929 -3.3899 4.6058 -0.04 1.17 -2.06
N -6.5857 -4.5956 5.0835 0.06 -1.95 1.55
C -7.2249 -2.3463 5.5243 0.03 0.45 0.57
H -6.3080 -5.2107 4.3321 0.06 -0.72 0.77
H -6.7564 -4.8077 6.0561 0.10 -0.48 -0.42
H -6.5125 -2.1936 6.3350 0.25 0.20 -0.07
H -8.0990 -2.7338 6.0476 -0.25 0.09 -0.27
H -7.4390 -1.3896 5.0478 0.04 -0.29 -0.06
O -3.7095 -9.3266 2.3649 -0.65 1.85 1.55
C -3.3592 -9.9477 1.4051 -1.48 0.97 -1.83
N -2.6844 -11.0614 1.6029 1.49 -2.02 -0.66
C -3.8255 -9.5121 -0.0248 0.18 -1.24 0.27
H -2.3505 -11.6710 0.8701 -0.12 0.19 0.17
H -2.4512 -11.2685 2.5635 -0.02 -0.05 -0.21
H -4.7282 -8.9035 0.0293 0.46 0.34 0.34
H -4.1531 -10.3803 -0.5967 0.13 -0.33 0.05
H -3.0389 -9.0762 -0.6407 0.02 0.31 0.30
C -2.7665 10.9380 2.3039 -0.03 -1.78 2.33
C -1.2822 10.4449 2.3460 -0.82 1.63 1.60
O -1.0030 9.8962 1.1109 -1.00 -0.93 -1.96
S -2.4364 9.4501 0.3617 0.08 -1.80 -0.68
O -2.8583 8.0859 0.8703 1.26 4.66 -1.45
O -2.3310 9.7244 -1.0745 -0.24 -0.84 3.33
O -3.2839 10.6705 1.0418 0.34 -0.88 -1.93
H -2.9713 11.9423 2.6749 0.22 0.07 -0.72
H -3.2632 10.2368 2.9744 -0.43 0.32 0.35
H -1.1406 9.7402 3.1654 -0.07 -0.22 -0.19
H -0.7039 11.3335 2.5993 0.70 -0.23 -0.68
C 3.1945 -7.4057 8.2466 1.52 1.25 -1.07
C 4.4043 -6.9638 7.3881 0.24 2.15 0.95
O 5.4652 -7.8913 7.6089 0.46 -1.16 0.68
S 4.9640 -9.1962 8.4551 -0.35 -2.48 -1.11
O 5.1329 -9.1139 9.8971 0.82 -0.04 -2.30
O 5.3067 -10.4767 7.6932 -1.29 5.01 2.80
O 3.4256 -8.7671 8.2459 -1.33 -3.06 -0.24
H 2.3188 -7.0531 7.7017 -0.37 -0.85 0.19
H 3.1659 -7.0281 9.2687 0.26 0.18 -0.05
H 4.7341 -5.9795 7.7205 0.30 -0.03 0.23
H 4.2302 -6.7888 6.3264 -0.23 -0.91 -0.08
```
Forces are in eV/Å.

The total charge is +1. The calculation puts the lowest unoccupied orbital energy at -4.9 eV. The value obtained for the HOMO-LUMO gap is 0.065 hartree. The spin multiplicity is 1.

Results of the Löwdin charge analysis, in e, for atoms 1 through 8:
1 C 0.028
2 N -0.074
3 C 0.010
4 C 0.042
5 C -0.149
6 C 0.048
7 C 0.031
8 C -0.163

=====

Entry 2:
Formula: C25H49FeNO2SSi2
Source: the OMol25 dataset
Level of theory: ωB97M-V with the def2-TZVPD basis set

Structure (XYZ):
```
81
Properties=species:S:1:pos:R:3:forces:R:3
O 0.7458 1.1283 -2.0769 -0.80 -0.02 -0.75
O -0.8678 -3.2220 -3.1875 -0.30 -0.70 0.14
C -0.4698 1.4888 -2.7573 0.15 0.02 0.16
C -0.3008 2.8641 -3.3758 -0.12 0.31 -0.18
H -1.2976 1.4766 -2.0286 0.25 0.06 -0.13
H -0.7304 0.7818 -3.5601 0.05 0.14 0.49
H -0.1036 3.6329 -2.6177 0.01 -0.23 -0.12
H -1.2159 3.1438 -3.9147 0.11 0.00 0.12
H 0.5232 2.8783 -4.1072 -0.20 -0.09 0.31
C 1.4163 -0.0489 -2.5431 0.20 0.41 0.81
C 1.1156 -0.4633 -3.9701 0.08 -0.53 0.09
H 1.1646 -0.8401 -1.8178 0.09 -0.20 -0.40
H 2.4771 0.1862 -2.3886 -0.15 -0.14 -0.20
H 0.2603 -1.1465 -3.9606 0.09 0.16 -0.33
H 1.9710 -1.0095 -4.3791 -0.10 0.02 0.05
H 0.9166 0.3888 -4.6235 0.16 -0.09 0.06
C -0.2585 -3.9133 -2.1005 0.07 0.00 0.07
C -2.2934 -3.2564 -3.1687 -0.32 0.28 -0.06
C 1.1590 -4.3102 -2.4775 -0.08 0.08 -0.01
H -0.8239 -4.8366 -1.8524 0.08 0.49 -0.10
H -0.2475 -3.2490 -1.2125 -0.06 -0.33 -0.19
H 1.1636 -4.9455 -3.3732 -0.03 0.26 0.17
H 1.5854 -4.8913 -1.6561 0.08 0.09 -0.03
H 1.7817 -3.4238 -2.6466 -0.08 -0.22 -0.04
C -2.8537 -3.6233 -4.5362 0.23 -0.16 -0.03
H -2.6534 -2.2510 -2.8907 0.01 -0.29 0.13
H -2.6793 -3.9952 -2.4388 0.32 0.41 -0.09
H -2.4342 -2.9825 -5.3196 -0.09 -0.11 0.14
H -3.9436 -3.5226 -4.5388 0.13 0.06 0.02
H -2.6183 -4.6692 -4.7674 0.03 0.22 -0.06
H -1.5121 0.1649 0.9840 0.36 0.01 -0.60
Fe 0.7587 1.5689 1.1306 -1.36 -0.17 -2.42
C -1.7181 -0.7652 0.4291 0.52 0.17 -0.19
Si -3.3433 -1.1888 1.2835 1.28 1.22 0.11
H -1.7189 -0.5596 -0.6540 -0.11 -0.07 0.37
H -0.8858 -1.4485 0.6364 -0.13 -0.06 0.02
C -4.6403 -0.4332 0.1311 -0.31 -0.31 0.16
C -3.1127 0.0079 2.7612 -0.42 -0.24 -0.13
C -3.2079 -2.9810 1.8443 -0.39 -0.36 0.12
C 2.1667 2.5402 0.2865 0.97 0.87 -0.36
Si 3.5374 1.3107 0.6424 -0.22 1.62 -0.41
H 2.2521 3.5011 0.8513 0.18 -0.71 -0.14
H 2.0160 2.8143 -0.7774 0.09 -0.47 0.57
C 4.6589 1.5378 -0.8375 0.64 -0.16 -0.04
C 3.1270 -0.5203 0.7939 -0.02 -0.60 0.02
C 4.3300 1.8329 2.2680 0.30 -0.06 0.05
H -2.6139 -3.5806 1.1362 -0.26 0.24 0.12
H -4.1695 -3.4856 1.9946 0.15 0.02 -0.02
H -2.6784 -3.0112 2.8157 -0.20 0.14 -0.42
H -4.3994 0.6440 0.0412 0.00 -0.50 0.11
H -5.6620 -0.5095 0.5301 0.18 0.02 -0.23
H -4.6064 -0.8686 -0.8810 -0.08 0.09 0.36
H -2.8434 1.0096 2.3662 -0.21 -0.49 0.22
H -2.2810 -0.3295 3.4074 -0.36 0.11 -0.21
H -4.0262 0.1036 3.3555 0.17 0.07 0.19
H 3.8890 -1.0731 0.2225 -0.18 0.06 0.12
H 2.1530 -0.8426 0.3975 0.11 0.14 0.01
H 3.1937 -0.8688 1.8335 0.03 0.12 -0.25
H 5.2073 1.2058 2.4816 -0.11 0.17 0.08
H 3.6444 1.7565 3.1256 0.09 -0.04 -0.26
H 4.6555 2.8808 2.2005 -0.02 -0.26 0.01
H 5.7082 1.3890 -0.5561 0.01 -0.04 -0.27
H 4.5327 2.5563 -1.2240 0.10 -0.23 0.14
H 4.4082 0.8404 -1.6457 0.12 0.07 0.12
S -1.2080 4.4047 3.7545 -0.06 0.10 -0.51
C -1.9412 4.7561 2.2387 0.21 -0.70 -0.93
C -1.5730 3.8429 1.2378 -0.32 1.12 1.29
C -0.6538 2.8728 1.7006 -0.81 0.04 0.23
C -0.3876 3.0543 3.0435 -0.10 0.56 -0.41
C 0.4789 2.1489 3.7336 0.35 -1.66 -0.46
C 0.8631 2.2147 5.0666 0.44 0.05 0.95
C 1.5951 1.1773 5.6498 -0.25 0.11 -0.62
C 1.7539 -0.0005 4.9002 0.24 -0.49 0.37
C 1.3136 -0.0592 3.5865 -0.03 1.34 -0.03
N 0.8519 1.0568 2.9445 -0.21 -1.28 3.86
H -2.5904 5.6225 2.1515 0.04 -0.25 0.04
H -1.9545 3.8621 0.2213 0.02 0.24 0.17
H 0.5811 3.0911 5.6575 0.17 -0.26 -0.25
H 2.0092 1.2631 6.6674 -0.41 -0.08 -0.60
H 2.2367 -0.8815 5.3414 -0.32 0.39 -0.18
H 1.3169 -0.9943 3.0172 0.31 0.50 0.09
```
Forces are in eV/Å.

The energy above the lowest of the compared OMol25 structures with the same formula, charge and spin comes out at 0.0 kcal per mole. The calculation puts the lowest unoccupied orbital energy (spin up / spin down) at 0.0 / -0.4 eV. The value obtained for the HOMO-LUMO gap (spin up / spin down) is 0.234 / 0.262 hartree. The spin multiplicity is 5.

Results of the Löwdin charge analysis, in e, for atoms 1 through 8:
1 O -0.204
2 O -0.180
3 C -0.278
4 C -0.074
5 H 0.108
6 H 0.098
7 H 0.076
8 H 0.076

=====

Entry 3:
Formula: C30H45OZr
Source: the OMol25 dataset
Level of theory: ωB97M-V with the def2-TZVPD basis set

Structure (XYZ):
```
77
Properties=species:S:1:pos:R:3:forces:R:3
C -5.1465 1.9764 6.0286 0.03 0.03 0.82
O -5.1002 1.9455 4.5853 1.02 0.98 -0.88
C -4.3011 2.7699 3.9762 -1.07 -0.79 -0.23
C -4.2462 2.8086 2.5571 -0.01 -0.09 0.23
C -3.3741 3.7635 1.9859 -0.09 -0.15 -0.11
C -3.2626 3.8530 0.6053 0.05 0.09 -0.11
C -4.0146 2.9965 -0.2199 0.11 0.19 0.71
C -4.8885 2.0520 0.3508 -0.12 -0.14 0.03
C -5.0198 1.9467 1.7259 0.25 0.23 0.06
H -5.8668 1.2054 6.3036 0.18 0.20 0.01
H -4.1567 1.7538 6.4476 -0.28 -0.05 -0.23
H -5.4776 2.9621 6.3809 -0.01 -0.29 -0.24
H -3.7050 3.4558 4.5915 -0.08 -0.20 -0.17
H -2.8169 4.4051 2.6715 -0.01 -0.06 -0.43
H -2.5907 4.5918 0.1613 -0.25 -0.30 0.14
H -3.9249 3.0750 -1.3060 -0.02 -0.06 0.38
H -5.4687 1.3979 -0.3035 0.18 0.21 0.26
H -5.6952 1.2293 2.1940 0.19 0.16 -0.27
C 2.7345 2.4937 0.1800 0.08 0.20 0.35
C 2.1405 1.5714 -0.8538 -0.75 0.20 -0.26
C 0.7831 1.6199 -1.3557 1.21 0.21 0.51
C -0.2804 2.6082 -1.0146 -0.57 0.30 0.14
C 0.6983 0.7953 -2.5026 1.14 -0.34 0.85
C -0.5612 0.6334 -3.2702 -0.43 -0.86 -0.36
C 1.9949 0.2499 -2.7449 -0.30 0.38 1.27
C 2.4374 -0.3805 -4.0018 0.25 -1.10 -0.85
C 2.8641 0.6407 -1.6652 -0.59 0.50 -0.03
C 4.3408 0.3704 -1.5112 0.03 0.06 -0.05
Zr 1.3087 -0.5018 0.1659 0.33 -1.41 -3.27
C 2.9270 -0.4381 1.6663 0.68 0.11 0.49
C -0.4198 0.2647 1.2796 -1.09 0.39 0.67
C 0.6897 -2.8386 0.6012 0.36 -0.22 -0.70
C 0.2574 -2.9450 2.0312 -0.05 -0.10 0.35
C -0.1596 -2.5908 -0.5425 0.60 -0.55 0.56
C -1.6592 -2.4864 -0.5244 -0.34 0.08 -0.02
C 0.6137 -2.8699 -1.7178 0.55 0.50 1.22
C 0.0070 -2.8418 -3.0652 -0.51 0.78 -0.50
C 1.9473 -3.1330 -1.3194 -0.86 0.67 0.12
C 3.1422 -3.3200 -2.1814 0.59 -0.12 -0.20
C 2.0051 -3.1504 0.1041 -1.25 0.61 0.03
C 3.1755 -3.6493 0.8758 0.29 -0.07 -0.03
H 2.5628 3.5554 -0.0783 0.05 -0.43 0.02
H 2.3150 2.3390 1.1935 0.23 0.12 -0.35
H 3.8259 2.3480 0.2427 -0.48 0.06 0.06
H -0.3851 3.3989 -1.7798 0.22 -0.27 0.12
H -1.2546 2.0881 -0.9950 0.22 0.35 0.28
H -0.1201 3.1266 -0.0558 -0.02 -0.33 -0.22
H -0.5412 1.1927 -4.2164 -0.19 -0.11 0.22
H -0.7428 -0.4417 -3.4908 0.12 1.16 -0.27
H -1.4236 0.9316 -2.6544 0.26 0.14 -0.38
H 2.7823 0.3650 -4.7402 -0.14 -0.09 0.35
H 3.2767 -1.0898 -3.8680 -0.39 0.42 0.02
H 0.7287 -2.7987 -3.8959 -0.35 -0.50 0.34
H 4.9341 1.1145 -2.0750 -0.16 -0.41 0.13
H 4.6527 0.4341 -0.4543 -0.14 -0.01 -0.55
H 4.5875 -0.6410 -1.8581 0.11 0.33 -0.04
H 3.1987 -1.4129 2.0864 -0.15 0.17 0.03
H 3.8784 -0.0003 1.3323 -0.21 -0.08 -0.10
H 2.6328 0.2056 2.5084 -0.16 -0.06 0.00
H -1.3246 -0.3582 1.2233 0.24 0.01 -0.07
H -0.1787 0.2789 2.3549 0.15 0.07 -0.07
H -0.7524 1.2743 1.0031 0.18 -0.11 0.16
H 0.3904 -3.9780 2.3941 -0.06 0.32 -0.02
H 0.8533 -2.2863 2.6874 -0.25 -0.23 -0.03
H -0.8036 -2.6832 2.1478 0.31 -0.03 0.00
H -2.1401 -3.3491 -0.0341 0.23 0.20 -0.11
H -2.0220 -1.5828 -0.0184 0.02 -0.25 -0.09
H -2.0530 -2.4449 -1.5469 0.07 -0.02 0.20
H -0.7969 -3.5916 -3.1937 0.75 -0.07 -0.13
H -0.5441 -1.8956 -3.1101 0.14 -0.51 -0.20
H 1.6215 -0.9405 -4.4890 0.28 0.22 0.14
H 3.5671 -4.3269 -2.0548 -0.12 0.17 -0.22
H 2.9609 -3.1209 -3.2472 -0.07 -0.27 0.39
H 3.9320 -2.6240 -1.8611 -0.11 -0.19 -0.13
H 3.2858 -4.7396 0.7547 -0.12 0.26 0.09
H 4.1011 -3.2061 0.4748 -0.15 -0.07 0.42
H 3.0644 -3.4312 1.9442 0.24 -0.11 -0.24
```
Forces are in eV/Å.

The total charge is +1. The energy above the lowest of the compared OMol25 structures with the same formula, charge and spin comes out at 12.1 kcal per mole. The calculation puts the lowest unoccupied orbital energy at -5.5 eV. The value obtained for the HOMO-LUMO gap is 0.120 hartree. The spin multiplicity is 1.

Results of the Löwdin charge analysis, in e, for atoms 1 through 8:
1 C 0.015
2 O -0.010
3 C 0.034
4 C -0.175
5 C 0.012
6 C -0.040
7 C -0.004
8 C -0.029